(1)
{
  "formula": "C5H11N",
  "method": "ωB97M-V/def2-TZVPD",
  "elements": ["C", "C", "H", "H", "H", "H", "H", "H", "C", "C", "C", "N", "H", "H", "H", "H", "H"],
  "positions_angstrom": [[1.194231, 1.116243, 1.373153], [2.035571, 0.045724, 0.717604], [1.643729, -0.948223, 0.952558], [2.029976, 0.165780, -0.369202], [1.213711, 1.016591, 2.461985], [1.541550, 2.114043, 1.094108], [0.127207, 1.015176, 1.048966], [3.072773, 0.097321, 1.061016], [-1.502034, 0.381488, -0.693645], [-1.959231, -1.834887, -0.253457], [-0.698565, 0.340179, -1.760884], [-1.715819, -0.675737, 0.242004], [-2.206364, 1.203947, -0.586182], [-2.031635, -2.040447, -1.337658], [-2.076545, -2.698677, 0.420397], [-0.717737, 1.137740, -2.494925], [0.049183, -0.436259, -1.875837]],
  "forces_ev_per_angstrom": [[-1.035, 0.038, -0.089], [0.136, -0.182, -0.109], [0.103, 0.049, -0.055], [0.060, -0.075, 0.070], [0.013, 0.123, -0.092], [-0.059, -0.030, 0.121], [0.948, 0.207, 0.377], [-0.065, -0.075, -0.087], [-0.874, -0.704, -0.871], [0.384, 0.618, 0.500], [0.060, 0.077, 0.586], [0.178, -0.742, -0.886], [0.204, -0.006, 0.243], [0.005, 0.284, 0.368], [-0.009, 0.498, -0.192], [0.123, 0.026, 0.212], [-0.172, -0.105, -0.096]],
  "nbo_charge": [-0.60, -0.61, 0.20, 0.20, 0.20, 0.20, 0.21, 0.20, -0.04, -0.04, -0.45, -0.42, 0.20, 0.16, 0.18, 0.21, 0.20],
  "smiles": "C=CN=C.CC",
  "gap_ev": 10.287
}

=====

(2)
{
  "formula": "C20H36Cl2N2O4PTm",
  "method": "ωB97M-V/def2-TZVPD",
  "elements": ["O", "C", "C", "C", "H", "C", "H", "C", "H", "C", "H", "C", "H", "H", "C", "C", "H", "H", "H", "C", "C", "H", "H", "H", "H", "Tm", "Cl", "Cl", "H", "H", "C", "C", "N", "H", "C", "O", "H", "H", "H", "H", "H", "H", "C", "C", "N", "H", "C", "O", "H", "H", "H", "H", "C", "P", "C", "C", "O", "H", "H", "H", "H", "H", "H", "H", "H", "H"],
  "positions_angstrom": [[0.380510, -0.634686, -1.182691], [0.835395, -1.178367, -2.322144], [-0.392444, -1.387541, -3.282457], [-1.693851, -1.804044, -2.825258], [-1.919761, -1.935870, -1.723214], [-2.751745, -1.943424, -3.728870], [-3.757678, -2.209020, -3.360443], [-2.598492, -1.646772, -5.102758], [-3.425674, -1.801161, -5.808571], [-1.356902, -1.141354, -5.539515], [-1.229601, -0.812889, -6.582572], [-0.290293, -0.977784, -4.631098], [0.627235, -0.453888, -4.934910], [1.628762, -0.732714, -2.974131], [1.864007, -3.657873, -1.648703], [2.096081, -2.185482, -1.843529], [2.779355, -4.074652, -1.139588], [1.506458, -4.203903, -2.557810], [1.060333, -3.644536, -0.854528], [2.976867, -1.421840, -1.157226], [4.108082, -1.732239, -0.272400], [2.676248, -0.384476, -1.023593], [4.929813, -2.393332, -0.609612], [3.828854, -2.106249, 0.716231], [4.541910, -0.763934, -0.020431], [-0.675798, 0.430963, 0.277738], [-2.248483, -1.548808, 0.831939], [-1.196127, 1.775919, -1.926253], [-4.929355, 1.039051, -1.226933], [-6.107155, 0.014254, 0.779155], [-4.032342, 0.745856, -0.685144], [-5.229935, 0.091643, 1.409321], [-4.236642, 0.919213, 0.747097], [-3.170842, 1.350168, -1.023867], [-3.357897, 1.515056, 1.551350], [-2.133475, 1.719537, 1.337071], [-5.491486, 0.527079, 2.369994], [-3.753006, 1.789847, 2.554046], [-3.827616, -0.311563, -0.884874], [-4.793920, -0.898790, 1.556480], [3.302959, 4.000589, 2.198938], [1.780052, 5.931245, 0.595357], [3.168708, 3.380711, 1.296966], [1.969999, 5.109148, -0.117383], [1.966310, 3.838188, 0.568083], [3.050020, 2.320224, 1.565685], [0.897119, 3.065503, 0.494309], [0.969411, 1.841299, 0.859577], [1.175092, 5.082818, -0.882769], [-0.076677, 3.473532, 0.166365], [4.056915, 3.506383, 0.660873], [2.949745, 5.283408, -0.590290], [2.618159, -1.157221, 3.539366], [0.929793, -0.800068, 3.056295], [-0.194189, -1.984002, 3.836638], [0.478413, 0.831741, 3.690835], [0.800548, -0.842541, 1.541347], [2.927308, -0.451494, 4.332338], [3.216310, -0.993553, 2.613881], [2.665222, -2.212925, 3.868056], [-0.647394, -1.436634, 4.672536], [-0.947319, -2.343534, 3.139616], [0.459675, -2.804349, 4.181108], [0.523717, 1.598220, 2.893708], [-0.532716, 0.789609, 4.110177], [1.253430, 1.042305, 4.451086]],
  "forces_ev_per_angstrom": [[-0.409, 1.032, 0.882], [1.267, -1.198, -1.014], [-0.321, -0.783, 0.000], [0.628, 0.208, 0.419], [0.642, -0.060, -1.478], [-0.112, 0.373, -0.317], [0.650, -0.014, -0.147], [0.877, 0.014, 0.339], [0.390, 0.181, 0.372], [-0.332, 0.064, 0.327], [-0.080, -0.222, 0.548], [-0.240, -0.334, 0.505], [-0.362, -0.482, -0.028], [-1.173, 1.835, 0.230], [0.350, 0.266, 0.816], [-1.663, 0.530, 1.024], [-0.883, -0.185, -0.826], [0.504, 0.329, 0.885], [0.491, -0.374, -0.883], [-1.490, -0.679, -1.057], [1.320, -0.244, 0.861], [0.070, 0.049, -0.646], [-0.548, 0.264, -0.207], [-0.407, -0.368, 0.000], [0.515, -0.035, -0.092], [1.467, -2.334, -2.472], [-0.199, -0.112, 0.444], [0.202, 0.710, 0.246], [-0.115, 0.138, 0.117], [-0.225, 0.034, -0.023], [0.528, -0.354, -0.012], [-0.154, 0.012, -0.190], [0.498, 0.874, 0.619], [-0.633, -0.301, 0.143], [0.383, -0.491, 0.314], [-1.475, 0.782, 0.096], [-0.097, -0.003, 0.073], [0.094, -0.303, -0.470], [0.001, 0.202, -0.093], [-0.116, 0.000, 0.006], [-0.096, -0.236, -0.284], [0.093, -0.187, -0.349], [-0.078, 0.148, -0.285], [-0.195, 0.764, 0.071], [0.148, -0.414, 0.188], [0.025, 0.558, -0.156], [0.348, -2.190, 0.757], [-0.323, 2.403, -0.324], [0.480, 0.208, 0.299], [0.650, 0.056, -0.321], [-0.313, -0.095, 0.137], [-0.440, -0.170, 0.073], [0.292, 0.073, -0.018], [-1.071, -0.067, -1.984], [0.989, 0.170, 0.613], [0.495, 0.198, 0.295], [0.042, 0.297, 1.097], [0.088, -0.612, -0.294], [-0.259, -0.198, 0.745], [0.317, 0.636, -0.144], [-0.041, -0.586, 0.037], [0.035, 0.155, -0.140], [-0.680, 0.137, 0.100], [0.075, -0.568, 0.535], [0.304, 0.172, 0.079], [-0.728, 0.329, -0.038]],
  "nbo_charge": [-0.92, 0.10, 0.00, -0.22, 0.24, -0.22, 0.20, -0.24, 0.21, -0.22, 0.21, -0.22, 0.21, 0.15, -0.67, 0.06, 0.20, 0.22, 0.24, -0.25, -0.64, 0.21, 0.21, 0.19, 0.20, 1.73, -0.68, -0.66, 0.21, 0.21, -0.47, -0.41, -0.37, 0.27, 0.59, -0.74, 0.20, 0.14, 0.24, 0.24, 0.21, 0.20, -0.42, -0.41, -0.38, 0.25, 0.56, -0.73, 0.23, 0.20, 0.21, 0.22, -1.02, 1.94, -1.01, -1.03, -1.09, 0.24, 0.28, 0.26, 0.24, 0.30, 0.24, 0.28, 0.25, 0.24],
  "s2": 2.0021,
  "gap_ev": [6.904, 6.901],
  "multiplicity": 3
}

=====

(3)
{
  "formula": "C26H23FeN7O4Se",
  "method": "ωB97M-V/def2-TZVPD",
  "elements": ["Fe", "O", "C", "N", "C", "C", "C", "C", "C", "C", "N", "C", "O", "C", "C", "C", "C", "C", "N", "C", "C", "C", "C", "C", "N", "H", "H", "H", "H", "H", "H", "H", "H", "H", "H", "H", "H", "Se", "C", "N", "C", "C", "O", "H", "H", "H", "N", "C", "N", "C", "C", "O", "C", "C", "H", "H", "H", "H", "H", "H", "H", "H"],
  "positions_angstrom": [[-1.077447, -0.146870, 0.160241], [-3.217902, -3.033196, 1.499711], [-2.423250, -2.394595, 0.855957], [-2.645806, -1.315224, 0.041812], [-2.950293, -1.657936, -1.286713], [-3.828949, -2.662886, -1.695719], [-4.113589, -2.851099, -3.051732], [-3.521319, -2.046599, -4.010170], [-2.600143, -1.062862, -3.625153], [-2.285274, -0.882905, -2.283187], [-1.387099, 0.053225, -1.725819], [-1.454647, 1.310304, -2.167624], [-1.404983, 1.747981, -3.309499], [-1.858485, 2.214377, -1.009812], [-2.238342, 3.525770, -1.201886], [-2.845436, 4.216200, -0.164043], [-3.048871, 3.565053, 1.034349], [-2.602492, 2.261577, 1.162152], [-2.011236, 1.602014, 0.163270], [-0.950091, -2.808234, 0.768914], [-0.463650, -3.999856, 1.252138], [0.825357, -4.382169, 0.896112], [1.548483, -3.568970, 0.060075], [1.004249, -2.344967, -0.315958], [-0.216740, -1.968795, 0.060033], [-4.315142, -3.269793, -0.937787], [-4.819655, -3.620928, -3.351142], [-3.760656, -2.184933, -5.059973], [-2.100493, -0.442697, -4.359112], [-2.060106, 3.960369, -2.177076], [-3.160089, 5.246040, -0.287776], [-3.529910, 4.056641, 1.870711], [-2.699842, 1.710391, 2.090955], [-1.110106, -4.605019, 1.874003], [1.248349, -5.314346, 1.252831], [2.533675, -3.854091, -0.286333], [1.532027, -1.663486, -0.962666], [-0.533584, -0.008981, 5.029834], [-0.818181, -0.149936, 3.255621], [-0.994075, -0.206458, 2.110362], [0.418332, 2.989167, 1.394683], [0.832918, 2.255488, 0.132202], [1.086233, 2.880220, -0.885492], [-0.103099, 3.917863, 1.150824], [1.334948, 3.231133, 1.940032], [-0.182717, 2.355087, 2.042464], [0.833451, 0.864582, 0.235374], [1.860945, 0.112692, 0.666818], [3.148917, 0.565912, 0.996030], [4.020494, -0.455906, 1.535823], [5.273921, -0.608469, 0.699180], [5.987603, 0.617547, 0.594070], [5.141441, 1.630893, 0.060087], [3.896391, 1.833031, 0.902885], [3.452321, -1.384609, 1.541050], [4.308822, -0.205366, 2.567453], [4.988726, -0.956912, -0.303614], [5.964513, -1.327305, 1.145521], [4.829785, 1.359740, -0.956360], [5.743843, 2.540236, 0.015924], [3.317543, 2.608847, 0.445211], [4.200407, 2.154020, 1.909942]],
  "forces_ev_per_angstrom": [[0.231, 0.150, 0.025], [-0.410, -0.541, 0.429], [0.578, 0.201, -0.315], [-0.713, -0.231, -0.474], [0.105, 0.253, 0.119], [-0.006, 0.030, 0.059], [0.034, 0.005, 0.096], [0.057, 0.111, 0.046], [0.072, -0.040, 0.040], [0.283, -0.082, 0.167], [-0.428, -0.601, -0.799], [0.038, 0.262, 0.184], [-0.253, 0.259, -0.355], [0.130, 0.153, -0.442], [-0.159, 0.461, -0.170], [0.116, 0.108, -0.435], [-0.083, -0.186, 0.301], [-0.033, -0.266, 0.128], [-0.081, 0.129, 0.467], [-0.671, -0.158, 0.422], [0.088, -0.505, 0.169], [-0.395, -0.244, 0.351], [0.181, 0.300, -0.317], [-0.028, 0.127, -0.212], [0.743, 0.201, -0.278], [-0.005, 0.060, -0.044], [0.047, 0.008, 0.036], [0.031, 0.024, 0.020], [-0.020, -0.025, 0.021], [-0.009, 0.007, 0.041], [0.015, 0.004, -0.048], [0.018, -0.051, 0.000], [0.026, 0.020, -0.045], [0.033, -0.021, -0.027], [-0.050, -0.035, 0.013], [0.013, 0.062, -0.007], [-0.002, 0.020, 0.051], [0.003, 0.037, 0.240], [-0.071, 0.001, -0.308], [0.168, -0.093, 0.671], [0.088, 0.013, 0.086], [0.128, -0.019, -0.021], [0.084, -0.104, 0.140], [0.078, -0.076, -0.008], [0.036, 0.040, 0.020], [0.073, 0.011, 0.000], [1.680, -0.257, 0.369], [-0.672, 0.245, -0.043], [-0.402, 0.409, -0.273], [-0.089, -0.070, 0.012], [0.004, 0.016, 0.006], [0.008, 0.091, -0.109], [0.101, -0.127, 0.036], [-0.168, -0.498, 0.174], [-0.014, -0.021, 0.057], [0.005, -0.005, 0.021], [0.030, 0.007, -0.035], [-0.007, -0.010, -0.005], [0.028, -0.022, -0.047], [0.002, 0.016, 0.022], [-0.539, 0.395, -0.216], [-0.050, 0.051, -0.008]],
  "nbo_charge": [0.73, -0.60, 0.71, -0.68, 0.14, -0.29, -0.25, -0.28, -0.27, 0.21, -0.65, 0.65, -0.66, 0.14, -0.22, -0.19, -0.27, 0.06, -0.38, 0.13, -0.25, -0.18, -0.28, 0.11, -0.39, 0.21, 0.18, 0.18, 0.22, 0.24, 0.20, 0.21, 0.23, 0.23, 0.19, 0.20, 0.23, -0.42, 0.15, -0.53, -0.73, 0.73, -0.63, 0.21, 0.22, 0.24, -0.74, 0.17, -0.51, -0.23, -0.08, -0.55, -0.07, -0.27, 0.24, 0.17, 0.16, 0.17, 0.17, 0.17, 0.22, 0.17],
  "charge": -2,
  "gap_ev": 5.748
}